# CF11N4O19S9V

A structure of composition CF11N4O19S9V at a distorted geometry (ωB97M-V/def2-TZVPD, the OMol25 dataset).

Properties
⟨S²⟩: 2.009
Multiplicity: 3
Strongest force on any atom (hartree/bohr): 0.216
Charge: -2
HOMO (alpha / beta) (eV): -5.368 / -5.382
Energy (hartree): -7312.88776
LUMO (alpha / beta) (Eh): 0.069 / 0.090
Gap between HOMO and LUMO (alpha / beta) (eV): 7.2 / 7.8

The geometry in XYZ format:
```
45
Properties=species:S:1:pos:R:3:lowdin_charge:R:1
F 3.66413 1.72501 -2.56698 0.114
N -1.75818 -0.83362 1.23897 -0.372
F -0.06872 -1.55072 2.83416 -0.175
S 1.86516 -2.86369 0.30778 0.580
V -0.18123 -0.13952 0.21242 1.008
O -1.82111 -3.12572 2.47133 -0.219
S -1.64011 -1.73390 2.68843 0.556
O -0.54023 -4.48791 0.11300 -0.235
S 2.41467 1.49108 1.68206 0.496
O 0.37859 3.07013 3.10048 -0.223
O 2.65754 2.91586 1.53209 -0.237
F 2.65679 -1.51667 0.62358 -0.175
F -3.52045 -0.13965 -0.15957 -0.183
F -1.68801 -2.75542 -0.97524 -0.211
O 0.86537 0.76973 4.09496 -0.222
S -1.56959 2.87834 -0.64843 0.463
O -2.92882 3.13678 -0.29260 -0.235
O -2.10500 -1.13449 3.90904 -0.226
O 0.16147 -3.56705 -2.06374 -0.228
N 0.88897 1.00718 1.43310 -0.325
F -1.54705 -0.34163 -2.32203 -0.173
S 1.77036 -0.08291 -2.70495 0.541
O -4.20253 -1.77195 1.41961 -0.226
O -3.68218 0.57389 2.08549 -0.244
F -0.94636 3.17935 0.80681 -0.194
O -1.14740 1.70708 -3.39455 -0.219
N -1.20290 1.36774 -0.68544 -0.343
S -3.34369 -0.62386 1.34952 0.514
O 2.87094 -1.01864 -2.55628 -0.286
F 2.94209 1.42237 -4.57472 0.150
C 2.56614 1.50230 -3.31014 -0.658
F 1.74687 2.52406 -3.08654 0.138
N 0.41433 -2.03681 -0.08229 -0.352
O -0.84594 3.76978 -1.51475 -0.229
F 2.93831 1.06504 0.23428 -0.190
O 0.83611 -0.48721 -3.72450 -0.282
F -1.01901 1.25266 2.85766 -0.220
O 1.82635 -3.48855 1.59252 -0.227
O -3.32383 1.22347 -2.37845 -0.226
S -0.17520 -3.32921 -0.68975 0.473
S 0.55086 1.64399 3.00889 0.585
O 1.16359 0.31762 -1.40885 -0.421
S -1.89814 1.20339 -2.28516 0.581
O 3.25700 0.70586 2.54906 -0.229
O 2.72000 -3.42358 -0.72027 -0.214
```

***

# CF2I2

A structure of composition CF2I2 at a distorted geometry (ωB97M-V/def2-TZVPD, the OMol25 dataset).

Properties
Strongest force on any atom (hartree/bohr): 0.075
Energy above the lowest of the compared OMol25 structures with the same formula, charge and spin (kcal per mole): 16.98
HOMO (eV): -9.748
Energy (hartree): -833.17347
LUMO (Eh): -0.069
Gap between HOMO and LUMO (eV): 7.9

The geometry in XYZ format:
```
5
Properties=species:S:1:pos:R:3:lowdin_charge:R:1
C 0.07582 0.01325 -0.25755 -1.167
F 0.33690 -0.83984 -1.15721 0.027
F 0.47694 1.27174 -0.67542 -0.086
I 1.37296 -0.35644 1.47006 0.751
I -2.26262 -0.08871 0.62012 0.475
```

***

# CF2IO3S

A cluster of 2 separate species, CF2IO3S in total at a distorted geometry (ωB97M-V/def2-TZVPD, the OMol25 dataset).

Properties
Strongest force on any atom (hartree/bohr): 0.079
Charge: -1
Energy above the lowest of the compared OMol25 structures with the same formula, charge and spin (kcal per mole): 56.59
HOMO (alpha / beta) (eV): -3.918 / -3.917
Energy (hartree): -1159.41591
LUMO (alpha / beta) (Eh): 0.065 / 0.065
Gap between HOMO and LUMO (alpha / beta) (eV): 5.7 / 5.7

The geometry in XYZ format:
```
8
Properties=species:S:1:pos:R:3:lowdin_charge:R:1
O 2.07227 1.37035 0.75950 -0.259
F -0.94431 -2.21924 0.44926 -0.162
C -1.23779 -0.86887 0.35801 -0.666
I -2.72696 -0.44159 2.13830 0.244
F -1.89727 -0.79951 -0.87404 -0.157
O 2.23708 -0.07021 -1.14124 -0.286
S 1.56395 0.99906 -0.46944 0.563
O 0.93303 2.03001 -1.22035 -0.278
```

***

# CF2NO2

A cluster of 2 separate species, CF2NO2 in total at a distorted geometry (ωB97M-V/def2-TZVPD, the OMol25 dataset).

Properties
Strongest force on any atom (hartree/bohr): 0.105
Charge: -1
Energy above the lowest of the compared OMol25 structures with the same formula, charge and spin (kcal per mole): 20.53
HOMO (eV): -1.714
Energy (hartree): -442.99345
LUMO (Eh): 0.136
Gap between HOMO and LUMO (eV): 5.4

The geometry in XYZ format:
```
6
Properties=species:S:1:pos:R:3:lowdin_charge:R:1
C 0.32016 0.96631 -1.17813 -0.468
O 1.37731 1.14968 -1.56175 0.178
F -0.42822 -1.85499 0.50724 -0.324
F -0.80930 -0.28405 1.90161 -0.336
O -0.81660 0.87238 -0.86003 0.130
N 0.35666 -0.84932 1.19105 -0.180
```

***

# CF2O3S

A structure of composition CF2O3S at a distorted geometry (ωB97M-V/def2-TZVPD, the OMol25 dataset).

Properties
Strongest force on any atom (hartree/bohr): 0.098
Energy above the lowest of the compared OMol25 structures with the same formula, charge and spin (kcal per mole): 53.86
HOMO (eV): -12.294
Energy (hartree): -861.68548
LUMO (Eh): -0.004
Gap between HOMO and LUMO (eV): 12.2

The geometry in XYZ format:
```
7
Properties=species:S:1:pos:R:3:lowdin_charge:R:1
O -0.12832 1.27327 0.39961 -0.247
C -0.81493 -0.64354 1.35199 -0.012
F 0.31675 1.02734 -1.90712 -0.104
S 0.29805 0.27576 -0.55792 0.610
F -0.95595 -0.65540 -1.09431 -0.189
O 1.42819 -0.50972 -0.46442 -0.160
O -0.14380 -0.76771 2.27218 0.102
```

***

# CF2Rb

A structure of composition CF2Rb at a distorted geometry (ωB97M-V/def2-TZVPD, the OMol25 dataset).

Properties
⟨S²⟩: 0.753
Multiplicity: 2
Strongest force on any atom (hartree/bohr): 0.020
HOMO (alpha / beta) (eV): -4.800 / -7.694
Energy (hartree): -261.79457
LUMO (alpha / beta) (Eh): -0.040 / -0.042
Gap between HOMO and LUMO (alpha / beta) (eV): 3.7 / 6.6

The geometry in XYZ format:
```
4
Properties=species:S:1:pos:R:3:lowdin_charge:R:1
C 0.00338 1.21502 -0.38395 -0.234
F -1.09138 0.51434 0.25307 -0.341
F 1.08988 0.51341 0.26481 -0.340
Rb -0.00188 -2.24277 -0.13392 0.915
```